DFT (ωB97M-V/def2-TZVPD) results for a cluster of 16 separate species, C32H104N8O16 in total at a distorted geometry.

* DFT total energy: -2923.1685 a.u.
* frontier orbital gap: 8.103 eV
* HOMO: -0.298 hartree
* relative energy (zero: lowest compared OMol25 entry of this formula, charge and spin): 538.6 kJ/mol

```
160
C32H104N8O16 (ωB97M-V/def2-TZVPD)
O -9.910 -8.018 -9.267
H -10.483 -8.403 -8.604
H -9.308 -7.464 -8.770
O -14.375 -14.523 -10.802
H -14.112 -13.606 -10.724
H -15.331 -14.503 -10.756
O -8.051 -11.189 -17.707
H -8.906 -11.528 -17.975
H -7.872 -11.623 -16.872
O -13.568 -12.157 -10.300
H -12.646 -11.926 -10.412
H -13.917 -11.480 -9.720
O -12.963 -14.726 -13.152
H -13.457 -15.535 -13.285
H -12.979 -14.587 -12.205
O -7.171 -13.170 -15.891
H -6.261 -13.373 -15.678
H -7.682 -13.813 -15.399
O -10.602 -10.865 -6.828
H -10.726 -10.056 -6.331
H -11.242 -11.473 -6.458
O -11.267 -13.959 -14.914
H -10.929 -13.372 -14.238
H -12.086 -14.298 -14.551
C -13.924 -8.277 -9.621
C -14.619 -8.216 -8.294
C -14.843 -9.582 -7.561
O -15.358 -10.488 -8.557
C -15.893 -11.666 -7.995
N -13.791 -7.407 -7.467
H -12.875 -8.563 -9.556
H -13.994 -7.279 -10.055
H -14.604 -8.890 -10.213
H -15.562 -7.696 -8.463
H -15.527 -9.216 -6.794
H -13.916 -9.963 -7.134
H -16.289 -12.119 -8.904
H -16.657 -11.544 -7.227
H -15.033 -12.292 -7.758
H -14.519 -7.216 -6.793
H -13.598 -6.522 -7.915
C -9.211 -6.637 -12.640
C -7.811 -7.172 -12.523
C -6.796 -6.212 -12.006
O -6.800 -5.164 -12.848
C -5.844 -4.144 -12.609
N -7.884 -8.344 -11.687
H -9.573 -6.226 -13.582
H -9.345 -5.848 -11.900
H -10.063 -7.276 -12.408
H -7.515 -7.509 -13.516
H -5.865 -6.779 -11.988
H -7.094 -5.852 -11.021
H -5.661 -3.947 -11.553
H -6.105 -3.188 -13.063
H -4.867 -4.493 -12.941
H -8.482 -8.091 -10.914
H -8.358 -9.124 -12.119
C -9.714 -17.283 -3.908
C -8.760 -16.416 -4.866
C -9.449 -15.921 -6.169
O -9.324 -16.930 -7.190
C -10.166 -16.660 -8.353
N -8.358 -15.218 -4.097
H -10.384 -16.766 -3.221
H -9.116 -17.925 -3.260
H -10.279 -18.000 -4.504
H -7.915 -17.048 -5.140
H -8.981 -15.040 -6.608
H -10.486 -15.699 -5.917
H -9.785 -17.466 -8.981
H -9.763 -15.804 -8.894
H -11.250 -16.571 -8.285
H -8.045 -15.305 -3.141
H -7.620 -14.763 -4.615
C -10.397 -13.307 -10.122
C -10.143 -11.907 -10.768
C -10.078 -11.951 -12.349
O -9.413 -10.747 -12.660
C -9.115 -10.558 -14.097
N -11.106 -10.906 -10.229
H -9.496 -13.853 -10.401
H -11.382 -13.725 -10.330
H -10.516 -13.259 -9.040
H -9.156 -11.581 -10.440
H -11.113 -12.035 -12.679
H -9.599 -12.871 -12.683
H -10.015 -10.459 -14.705
H -8.409 -11.298 -14.472
H -8.609 -9.604 -14.247
H -10.716 -10.033 -10.554
H -10.780 -10.890 -9.274
C -5.704 -15.384 -7.602
C -5.684 -15.161 -9.124
C -5.878 -13.733 -9.689
O -5.574 -13.694 -11.131
C -5.906 -12.532 -11.763
N -4.321 -15.567 -9.390
H -5.268 -14.562 -7.035
H -5.312 -16.342 -7.260
H -6.738 -15.400 -7.258
H -6.298 -15.916 -9.615
H -5.246 -12.982 -9.214
H -6.947 -13.532 -9.617
H -6.869 -12.088 -11.510
H -5.985 -12.684 -12.840
H -5.095 -11.817 -11.620
H -3.748 -14.994 -8.788
H -4.309 -15.317 -10.369
C -7.606 -15.465 -12.412
C -8.535 -16.045 -13.588
C -9.950 -16.613 -13.119
O -9.887 -17.809 -12.296
C -11.063 -18.530 -12.126
N -8.665 -15.081 -14.660
H -6.542 -15.402 -12.641
H -7.636 -16.237 -11.643
H -7.908 -14.525 -11.951
H -7.994 -16.810 -14.145
H -10.557 -16.960 -13.955
H -10.673 -15.927 -12.678
H -10.988 -19.154 -11.235
H -11.249 -19.213 -12.955
H -11.982 -18.014 -11.850
H -8.421 -15.547 -15.522
H -9.609 -14.742 -14.772
C -5.593 -7.220 -17.697
C -5.698 -7.469 -16.161
C -4.410 -8.000 -15.418
O -4.839 -8.463 -14.135
C -5.372 -9.759 -14.141
N -6.201 -6.245 -15.598
H -6.460 -6.714 -18.121
H -5.545 -8.174 -18.221
H -4.718 -6.616 -17.942
H -6.500 -8.196 -16.026
H -3.782 -7.144 -15.172
H -3.835 -8.731 -15.987
H -5.718 -9.847 -13.112
H -4.526 -10.373 -14.450
H -6.077 -9.891 -14.961
H -7.040 -5.821 -15.967
H -6.260 -6.228 -14.590
C -13.238 -10.514 -19.126
C -13.401 -11.071 -17.744
C -14.025 -10.036 -16.713
O -14.546 -10.610 -15.448
C -13.579 -10.921 -14.483
N -14.232 -12.247 -17.708
H -12.391 -9.851 -19.301
H -14.102 -9.865 -19.273
H -13.078 -11.310 -19.853
H -12.391 -11.354 -17.445
H -14.818 -9.604 -17.324
H -13.369 -9.226 -16.395
H -14.006 -11.331 -13.568
H -13.153 -10.048 -13.989
H -12.750 -11.564 -14.779
H -14.742 -12.323 -16.840
H -15.018 -12.098 -18.326
```

Results of the Löwdin charge analysis, in e, for atoms 1 through 4: O -0.0468; H 0.0189; H 0.0492; O -0.0719